Entry 1:
Here is a structure of composition C25H51N7O7P2S at a distorted geometry from the Open Molecules 2025 dataset. Energies are from ωB97M-V/def2-TZVPD.

## Properties
Calculated total energy   -80918.7449 eV
Strongest force on any atom   6.94 eV/A
Orbital gap   7.296 eV
LUMO level   -0.028 Ha
2S+1   1

```
93
C25H51N7O7P2S (ωB97M-V/def2-TZVPD)
C 2.291 -4.807 0.037
C 1.741 -3.967 0.703
C 0.905 -3.033 1.595
C -0.286 -2.640 0.667
C -1.696 -2.867 1.352
C -1.988 -1.660 2.314
O -3.322 -1.182 2.044
C -3.170 0.124 1.444
O 0.597 -3.926 2.713
S 1.990 -3.897 3.612
O 2.696 -5.126 3.682
O 1.682 -3.383 4.912
O 2.794 -2.605 2.912
C 1.699 -1.917 2.296
C 1.997 -0.622 1.507
C 3.275 -0.501 0.938
C 3.554 0.700 0.231
C 2.520 1.672 0.155
C 1.300 1.368 0.786
N 0.999 0.251 1.444
H 2.584 -5.773 -0.358
H -0.283 -3.322 -0.204
H -0.257 -1.592 0.326
H -2.439 -2.794 0.534
H -1.743 -3.853 1.845
H -1.256 -0.868 2.074
H -1.912 -1.932 3.384
H -2.611 -0.023 0.499
H -2.646 0.783 2.167
H -4.151 0.593 1.248
H 1.050 -1.533 3.114
H 4.034 -1.289 1.038
H 4.527 0.919 -0.227
H 2.722 2.615 -0.363
H 0.502 2.129 0.715
O -7.100 -0.672 -0.589
P -8.296 -1.048 0.280
N -7.381 -1.774 1.555
C -6.540 -2.937 1.321
C -6.635 -0.785 2.324
N -8.999 -2.152 -0.824
C -9.150 -3.574 -0.619
C -8.793 -1.881 -2.243
N -9.784 -1.248 1.260
C -10.550 0.008 1.310
C -9.861 -1.902 2.558
H -6.087 -3.266 2.260
H -5.738 -2.747 0.600
H -7.126 -3.790 0.982
H -7.294 0.043 2.619
H -5.807 -0.368 1.749
H -6.240 -1.217 3.246
H -8.236 -4.121 -0.881
H -9.958 -3.965 -1.246
H -9.428 -3.824 0.405
H -7.810 -2.232 -2.582
H -8.864 -0.815 -2.449
H -9.560 -2.373 -2.846
H -10.063 0.749 1.953
H -11.566 -0.160 1.674
H -10.636 0.437 0.305
H -9.371 -1.330 3.354
H -9.435 -2.901 2.540
H -10.913 -2.027 2.836
O 6.758 2.975 -0.694
P 7.270 3.788 -1.878
N 7.328 2.470 -3.000
C 8.179 1.314 -2.770
C 5.996 2.020 -3.385
N 8.780 4.204 -1.190
C 10.076 3.782 -1.671
C 8.821 4.348 0.263
N 7.689 4.914 -3.209
C 6.777 6.070 -3.223
C 7.989 4.529 -4.581
H 8.105 0.622 -3.613
H 7.924 0.771 -1.853
H 9.230 1.595 -2.734
H 5.378 2.875 -3.685
H 5.483 1.507 -2.562
H 6.042 1.347 -4.244
H 10.344 2.787 -1.296
H 10.850 4.480 -1.337
H 10.139 3.776 -2.759
H 8.907 3.375 0.762
H 7.922 4.841 0.629
H 9.668 4.967 0.567
H 5.783 5.790 -3.590
H 7.167 6.877 -3.846
H 6.662 6.472 -2.211
H 7.111 4.160 -5.122
H 8.769 3.775 -4.634
H 8.374 5.400 -5.122
```

Löwdin atomic charge list, values in e, 4 entries: 0.14, -0.05, -0.38, -0.09

***

Entry 2:
Here is a structure of composition C25H52AsF8NO2P at a distorted geometry from the Open Molecules 2025 dataset. Energies are from ωB97M-V/def2-TZVPD.

## Properties
Calculated total energy   -124218.0925 eV
Strongest force on any atom   1.98 eV/A
Charge   -1
Orbital gap   6.357 eV
LUMO level   0.095 Ha
2S+1   1

```
90
C25H52AsF8NO2P (ωB97M-V/def2-TZVPD)
C 3.686 -5.041 -0.316
C 3.366 -3.688 0.321
O 2.021 -3.374 0.115
C 1.606 -2.190 0.799
As -0.041 -1.429 -0.198
C -0.893 -3.282 0.011
C -2.404 -3.324 0.288
C -3.072 -4.667 -0.109
C -4.438 -4.479 -0.757
C -5.493 -3.927 0.223
C -5.834 -2.463 0.032
O -6.159 -2.205 -1.310
C -6.329 -0.834 -1.572
C 0.875 0.419 -0.432
C 0.035 1.660 -0.127
C 0.092 2.782 -1.158
F -1.127 3.024 -1.737
F 0.974 2.593 -2.165
F 0.458 3.966 -0.567
P 1.156 -2.075 -2.195
N 1.017 -3.547 -2.814
C -0.844 -0.931 1.646
C 0.136 -0.121 2.539
C -2.236 -0.337 1.829
C -2.697 -0.355 3.314
C -1.631 -0.746 -1.462
F -1.042 0.273 -2.207
F -2.698 -0.125 -0.889
C -2.235 -1.669 -2.606
F -2.127 -2.965 -2.386
F -1.660 -1.429 -3.798
F -3.559 -1.402 -2.740
H 4.223 -5.661 0.395
H 4.331 -4.900 -1.178
H 2.781 -5.534 -0.647
H 4.018 -2.921 -0.108
H 3.573 -3.725 1.397
H 2.460 -1.507 0.849
H 1.365 -2.476 1.827
H -0.412 -3.755 0.864
H -0.654 -3.920 -0.835
H -2.989 -2.528 -0.164
H -2.536 -3.230 1.366
H -2.420 -5.213 -0.786
H -3.207 -5.286 0.779
H -4.798 -5.427 -1.154
H -4.354 -3.811 -1.609
H -6.409 -4.510 0.165
H -5.102 -4.026 1.236
H -5.005 -1.837 0.374
H -6.690 -2.214 0.673
H -7.357 -0.521 -1.375
H -6.121 -0.667 -2.625
H -5.643 -0.224 -0.988
H 1.290 0.455 -1.436
H 1.756 0.450 0.202
H 0.362 2.102 0.806
H -1.017 1.415 -0.026
H 0.985 -1.115 -3.223
H 2.507 -1.810 -1.834
H 0.662 -3.478 -3.759
H -0.891 -1.896 2.152
H 1.152 -0.095 2.162
H -0.213 0.908 2.617
H 0.161 -0.533 3.544
H -2.323 0.698 1.506
H -3.007 -0.888 1.303
H -3.785 -0.346 3.349
H -2.350 -1.251 3.821
H -2.362 0.533 3.842
C 4.240 3.959 -0.923
C 4.327 4.457 0.517
C 3.430 5.662 0.798
C 3.760 6.914 -0.015
C 5.190 7.428 0.145
C 5.529 7.849 1.573
H 4.563 4.720 -1.635
H 4.874 3.083 -1.067
H 3.217 3.673 -1.171
H 5.367 4.694 0.763
H 4.034 3.646 1.188
H 3.476 5.896 1.866
H 2.392 5.382 0.596
H 3.063 7.708 0.274
H 3.570 6.721 -1.074
H 5.327 8.287 -0.518
H 5.901 6.669 -0.190
H 4.854 8.636 1.916
H 6.547 8.236 1.633
H 5.453 7.013 2.269
```

Löwdin atomic charge list, values in e, 4 entries: -0.07, -0.31, -0.31, -0.34

***

Entry 3:
Here is a structure of composition C25H52BGaN3O6S at a distorted geometry from the Open Molecules 2025 dataset. Energies are from ωB97M-V/def2-TZVPD.

## Properties
Calculated total energy   -107413.9486 eV
Strongest force on any atom   1.71 eV/A
Charge   -1
Orbital gap (spin up / spin down)   6.889 / 6.769 eV
LUMO level (spin up / spin down)   0.079 / 0.074 Ha
2S+1   3

```
89
C25H52BGaN3O6S (ωB97M-V/def2-TZVPD)
C -0.120 3.868 -0.160
N 0.308 2.940 -1.218
C 1.345 2.038 -0.715
C -0.808 2.190 -1.745
O -0.947 1.006 -1.404
C -1.710 2.877 -2.705
Ga -3.440 3.703 -1.954
S -4.736 3.988 -3.884
C -3.086 5.606 -1.268
C -3.746 6.006 0.008
O -4.877 5.685 0.375
C -4.445 2.543 -0.651
B -3.556 2.176 0.544
O -3.066 0.870 0.704
O -3.149 3.118 1.498
H 0.744 4.074 0.485
H -0.440 4.820 -0.583
H -0.914 3.444 0.466
H 1.104 1.609 0.271
H 2.280 2.606 -0.630
H 1.502 1.217 -1.418
H -1.998 2.131 -3.450
H -1.187 3.703 -3.201
H -5.948 4.089 -3.330
H -3.437 6.293 -2.053
H -2.009 5.773 -1.174
H -3.166 6.701 0.659
H -4.769 1.627 -1.156
H -5.318 3.133 -0.343
H -2.172 0.912 1.060
H -2.870 2.660 2.294
C -0.824 -0.747 5.659
C -1.588 -0.124 4.475
C -2.990 -0.730 4.358
C -3.002 -2.154 3.805
C -2.234 -2.237 2.487
C -0.805 -1.697 2.592
N -0.854 -0.322 3.185
O -1.136 0.588 2.310
C 0.071 -2.647 3.421
C -0.175 -1.587 1.211
C -1.693 1.376 4.726
H 0.253 -0.687 5.504
H -1.059 -0.200 6.572
H -1.087 -1.788 5.839
H -3.593 -0.092 3.705
H -3.457 -0.698 5.346
H -2.589 -2.853 4.539
H -4.035 -2.464 3.640
H -2.186 -3.269 2.132
H -2.774 -1.671 1.724
H 1.048 -2.200 3.610
H 0.224 -3.564 2.852
H -0.365 -2.933 4.374
H -0.770 -0.992 0.525
H -0.075 -2.584 0.778
H 0.817 -1.134 1.268
H -0.704 1.837 4.748
H -2.173 1.532 5.693
H -2.283 1.875 3.963
C 2.778 -0.606 -3.459
C 2.411 -1.923 -2.744
C 2.818 -1.872 -1.272
C 4.318 -2.006 -1.025
C 4.873 -3.242 -1.733
C 4.538 -3.283 -3.226
N 3.061 -3.105 -3.396
O 2.407 -4.205 -3.214
C 5.335 -2.218 -3.991
C 4.919 -4.636 -3.813
C 0.897 -2.065 -2.817
H 2.905 -0.766 -4.530
H 1.971 0.112 -3.326
H 3.682 -0.140 -3.071
H 2.292 -2.676 -0.747
H 2.439 -0.933 -0.861
H 4.844 -1.106 -1.355
H 4.503 -2.087 0.048
H 5.959 -3.297 -1.620
H 4.458 -4.138 -1.259
H 4.999 -2.158 -5.026
H 6.389 -2.500 -3.992
H 5.273 -1.226 -3.555
H 4.464 -5.458 -3.267
H 6.004 -4.746 -3.763
H 4.611 -4.707 -4.856
H 0.544 -2.139 -3.847
H 0.446 -1.176 -2.375
H 0.532 -2.929 -2.267
```

Löwdin atomic charge list, values in e, 4 entries: -0.05, -0.16, -0.10, -0.50

***

Entry 4:
Here is the ion C25H52ClN2O5S2 with charge +1 at a distorted geometry from the Open Molecules 2025 dataset. Energies are from ωB97M-V/def2-TZVPD.

## Properties
Calculated total energy   -74172.8241 eV
Strongest force on any atom   1.09 eV/A
Charge   +1
Orbital gap   9.814 eV
LUMO level   -0.078 Ha
Structure (SMILES)   CCCCCCC[C@@]1(CCCCS(=O)(=O)O)O[C@](CCCCl)(OCCC)[C@H](CCN)[N@H+]1CCCS
2S+1   1

```
87
C25H52ClN2O5S2 (ωB97M-V/def2-TZVPD)
C 1.400 -4.597 4.115
C 1.936 -4.878 2.703
C 2.292 -3.615 1.912
C 3.273 -3.862 0.756
C 2.932 -3.115 -0.531
C 3.010 -1.589 -0.386
C 2.180 -0.801 -1.422
C 0.972 -0.107 -0.805
C -0.032 -1.029 -0.122
C -0.654 -2.141 -0.985
C -2.141 -1.911 -1.274
C -2.981 -1.999 -0.003
S -4.593 -1.209 -0.053
O -4.666 -0.198 0.963
O -5.576 -2.225 -0.167
O -4.536 -0.407 -1.445
O 1.464 0.845 0.086
C 0.706 2.043 0.153
C 1.674 3.195 -0.118
C 1.009 4.579 -0.048
C 1.075 5.303 -1.384
Cl -0.027 6.706 -1.424
O 0.156 2.264 1.406
C 0.288 1.259 2.425
C 0.004 1.898 3.764
C 0.314 0.928 4.899
C -0.360 1.925 -1.004
C -1.873 1.711 -0.813
C -2.632 2.552 0.226
N -2.928 1.733 1.391
N 0.173 0.752 -1.819
C 0.834 1.148 -3.108
C -0.228 1.588 -4.107
C -0.887 0.386 -4.804
S -2.677 0.533 -5.061
H 1.322 -3.525 4.303
H 2.051 -5.008 4.884
H 0.412 -5.029 4.271
H 2.823 -5.513 2.753
H 1.197 -5.453 2.139
H 2.704 -2.880 2.608
H 1.371 -3.177 1.512
H 3.302 -4.932 0.536
H 4.287 -3.593 1.062
H 3.637 -3.420 -1.308
H 1.944 -3.423 -0.886
H 4.049 -1.287 -0.513
H 2.741 -1.282 0.626
H 2.797 -0.022 -1.870
H 1.871 -1.468 -2.230
H 0.484 -1.429 0.748
H -0.821 -0.396 0.288
H -0.145 -2.248 -1.946
H -0.509 -3.096 -0.477
H -2.482 -2.634 -2.014
H -2.293 -0.924 -1.720
H -2.477 -1.538 0.847
H -3.213 -3.033 0.248
H -4.900 0.475 -1.284
H 2.142 3.042 -1.096
H 2.468 3.092 0.621
H -0.031 4.490 0.264
H 1.496 5.195 0.705
H 0.780 4.662 -2.215
H 2.074 5.683 -1.584
H 1.307 0.865 2.411
H -0.415 0.445 2.235
H -1.039 2.206 3.809
H 0.610 2.801 3.856
H -0.118 1.264 5.840
H -0.092 -0.064 4.689
H 1.389 0.823 5.051
H -0.242 2.810 -1.626
H -2.095 0.670 -0.579
H -2.300 1.897 -1.805
H -3.530 2.949 -0.258
H -2.035 3.405 0.539
H -3.122 2.314 2.196
H -3.741 1.141 1.251
H -0.639 0.192 -2.093
H 1.361 0.272 -3.476
H 1.571 1.920 -2.898
H -0.993 2.186 -3.610
H 0.241 2.250 -4.833
H -0.672 -0.542 -4.265
H -0.474 0.258 -5.803
H -2.957 0.945 -3.816
```

Löwdin atomic charge list, values in e, 4 entries: -0.10, -0.26, -0.23, -0.20